This record from OMol25 describes a cluster of 11 separate species, C60H153N11O19 in total in a non-equilibrium geometry. The level of theory is ωB97M-V with the def2-TZVPD basis set.

Summary:
Calculated total energy = -119980.707 eV
Highest occupied orbital energy = -8.22 eV
Frontier orbital gap = 8.81 eV
Structure (SMILES) = COC[C@H](C)N.COC[C@H](C)N.COC[C@H](C)N.COCCNCCOC.COCCNCCOC.COCCNCCOC.COCCNCCOC.COCCNCCOC.COCCNCCOC.COCCNCCOC.COCCNCCOC
Relative energy (zero: lowest compared OMol25 entry of this formula, charge and spin) = 34.8 kcal per mole
M = 1332.94 u

Each line ends with the Mulliken charge.
Element x y z (Å)
C -23.9197 -4.3268 8.4653  -0.326
O -23.4248 -4.2507 9.7640  -0.424
C -23.7361 -3.0284 10.4946  -0.379
C -23.6929 -3.3580 11.9943  0.413
C -24.7917 -4.2755 12.5242  -1.326
N -23.6888 -2.0819 12.6747  0.114
H -23.3337 -5.0356 7.9316  0.303
H -24.0107 -3.3395 7.9745  0.228
H -24.9617 -4.7021 8.5320  -0.026
H -23.0622 -2.1737 10.3200  0.437
H -24.7170 -2.7004 10.1631  0.071
H -22.7384 -3.8810 12.1181  0.208
H -25.7930 -3.8576 12.4268  0.146
H -24.6904 -4.5396 13.5612  0.499
H -24.7418 -5.2239 11.9414  0.224
H -23.4151 -2.2279 13.6592  0.321
H -23.0503 -1.3836 12.2892  -0.460
C -29.4725 6.6913 7.6415  -0.239
O -28.9176 5.8367 6.7096  0.000
C -27.6075 6.0295 6.2386  0.373
C -27.1545 4.9510 5.3225  -0.573
C -27.2959 3.5807 6.0373  0.798
N -25.7825 5.0755 4.8929  -0.587
H -30.4450 6.2095 7.9217  0.073
H -29.7998 7.6880 7.2153  0.281
H -28.8520 6.8989 8.5220  -0.182
H -27.5816 7.0331 5.7396  0.646
H -26.9082 6.0290 7.1329  -0.629
H -27.8043 4.9907 4.4467  0.641
H -27.0474 2.7792 5.3235  0.306
H -28.3280 3.5623 6.4058  -0.295
H -26.6472 3.5574 6.9038  -1.277
H -25.7326 5.9520 4.3454  0.430
H -25.1155 5.2602 5.6586  -0.055
C -25.7219 4.3119 9.4839  0.088
O -26.9356 3.6679 9.3137  0.833
C -26.8043 2.2991 9.1445  1.008
C -26.5638 1.6199 10.4552  2.202
C -25.8949 0.2661 10.4435  -0.553
N -27.8798 1.5239 11.2359  0.926
H -25.1315 3.8612 10.2475  -0.083
H -25.8758 5.3652 9.7322  -0.086
H -25.0603 4.3183 8.5985  -0.575
H -27.7378 1.9775 8.6380  -0.687
H -25.9856 2.1544 8.4233  -0.753
H -25.8059 2.1930 10.9920  -0.563
H -25.5690 -0.0617 11.4441  -0.239
H -25.0196 0.3399 9.8206  -0.267
H -26.5372 -0.5123 10.0915  -0.259
H -27.7661 0.9992 12.1116  -0.165
H -28.1405 2.4425 11.5718  -0.963
C -29.0739 -3.3719 10.4297  0.215
O -29.5549 -4.2437 9.4125  -0.526
C -28.6375 -4.8216 8.5269  -0.705
C -27.7191 -5.8612 9.1986  -0.112
N -28.5382 -6.8289 9.8873  -0.379
C -27.9564 -7.4961 11.0026  -0.757
C -26.7211 -8.3796 10.6223  -0.772
O -25.5968 -7.5774 10.2556  0.035
C -24.4845 -8.3914 9.9361  -0.866
H -28.4090 -3.9849 11.1052  0.193
H -29.9586 -3.1083 11.0002  0.048
H -28.4215 -2.5767 10.0160  -0.094
H -27.9582 -4.0580 8.1107  0.199
H -29.2225 -5.1931 7.6883  0.403
H -26.9545 -5.4046 9.8723  -0.108
H -27.1200 -6.3461 8.4102  0.381
H -29.3264 -6.3061 10.1947  0.317
H -28.6810 -8.2186 11.4040  0.458
H -27.7217 -6.8475 11.8343  0.345
H -27.0029 -9.0589 9.8296  0.415
H -26.4234 -8.9359 11.5158  0.477
H -24.5769 -8.8760 8.9492  0.313
H -24.3367 -9.1481 10.7414  0.347
H -23.6226 -7.7456 9.8821  0.179
C -23.9111 2.4033 12.4923  -0.506
O -23.4539 2.7823 11.1945  -0.285
C -22.6623 1.8621 10.4999  2.612
C -21.3041 1.6202 11.1975  -1.263
N -21.4126 0.5018 12.1957  0.814
C -20.1635 -0.1539 12.4842  -0.774
C -19.3324 0.5641 13.5684  -0.813
O -20.1218 0.6282 14.7689  -0.155
C -19.5065 1.2005 15.8692  -0.825
H -23.0218 2.1633 13.1049  0.522
H -24.6287 1.5369 12.5071  -0.141
H -24.4502 3.2038 13.0085  0.082
H -22.5787 2.2220 9.4645  -1.739
H -23.2577 0.9427 10.4279  -0.630
H -20.8877 2.5593 11.5738  0.060
H -20.6950 1.2892 10.3613  0.484
H -21.7526 0.8553 13.0582  -0.186
H -19.4690 -0.2585 11.6286  0.517
H -20.3234 -1.1745 12.8972  0.250
H -18.9540 1.5288 13.2982  0.423
H -18.4476 -0.0860 13.7473  0.446
H -19.1970 2.2263 15.6845  0.349
H -18.5991 0.6714 16.1648  0.311
H -20.2746 1.2360 16.6750  0.187
C -30.2591 4.7763 10.6388  0.970
O -31.2585 4.2718 9.7910  -0.611
C -30.8138 3.0506 9.0622  2.274
C -32.0319 2.5330 8.3343  -1.562
N -32.6767 3.5683 7.4544  -0.393
C -31.8639 3.9804 6.2577  1.005
C -32.5096 5.2009 5.5493  -1.174
O -32.6637 6.2887 6.4796  -0.184
C -33.3145 7.4425 5.8984  -0.873
H -29.4000 4.9761 10.0216  -0.553
H -29.9353 4.1614 11.4750  -0.609
H -30.6530 5.7215 11.0346  0.454
H -30.5214 2.2867 9.8007  -0.122
H -29.9234 3.3593 8.5179  -0.821
H -32.8113 2.2973 9.0459  0.512
H -31.7719 1.6624 7.7535  0.059
H -32.9055 4.2869 8.0989  0.439
H -31.9335 3.1394 5.5722  0.059
H -30.8068 4.1483 6.4877  -0.503
H -33.5101 4.8653 5.2176  0.484
H -31.9012 5.5323 4.7052  0.371
H -33.3979 8.2367 6.6601  0.245
H -34.3101 7.1891 5.4662  0.299
H -32.7089 7.8845 5.1181  0.334
C -22.9729 6.6354 8.4273  -0.741
O -23.7069 6.5682 7.2196  0.138
C -23.5713 7.7157 6.3787  -0.303
C -24.2063 9.0477 6.8895  -1.342
N -25.6045 9.0065 7.2526  -0.285
C -25.8858 8.4926 8.5969  0.629
C -27.1092 9.1553 9.1424  -0.929
O -27.5256 8.4163 10.2430  -0.206
C -28.8230 8.6986 10.7410  -0.742
H -21.9357 6.3587 8.2367  0.188
H -23.3708 6.0321 9.2270  0.052
H -23.0821 7.6665 8.7420  0.471
H -24.0658 7.4328 5.4129  0.179
H -22.4887 7.7978 6.1580  0.380
H -24.0420 9.8081 6.1172  0.418
H -23.6679 9.4165 7.7352  0.540
H -26.1183 8.4288 6.6233  0.370
H -25.0959 8.8125 9.3103  0.402
H -25.9682 7.3884 8.6439  -0.475
H -27.9727 9.1852 8.4554  0.241
H -26.9044 10.1922 9.3221  0.469
H -29.5743 8.5815 9.9537  0.300
H -28.9228 9.7039 11.1499  0.332
H -29.0814 7.9993 11.5325  0.147
C -34.5191 3.7073 14.6888  -0.844
O -33.2691 3.0798 14.3986  -0.338
C -32.9187 3.0967 13.0380  -0.869
C -31.6036 2.3279 12.9447  1.322
N -31.7971 0.9058 13.2566  -0.323
C -30.5833 0.1469 12.9891  1.182
C -30.6856 -1.3287 13.3101  -1.282
O -31.0808 -1.5156 14.6343  -0.375
C -31.8251 -2.6851 14.9699  -0.813
H -35.4130 3.3027 14.1566  0.269
H -34.3857 4.7332 14.4363  0.357
H -34.5754 3.6699 15.7597  0.276
H -32.8759 4.1330 12.6587  0.357
H -33.6982 2.5900 12.4546  0.463
H -30.8610 2.8558 13.6032  -0.348
H -31.1459 2.4245 11.9005  -0.699
H -32.0958 0.8137 14.2043  0.356
H -29.7129 0.6331 13.4660  -0.586
H -30.4209 0.1686 11.8945  -0.232
H -29.7761 -1.9047 13.1333  0.366
H -31.4856 -1.7437 12.6767  0.803
H -31.2188 -3.6472 14.8100  0.261
H -32.7269 -2.7317 14.3410  0.332
H -32.1154 -2.6743 16.0195  0.262
C -29.0445 -0.3264 8.1906  -1.090
O -29.1168 0.5599 7.0911  0.669
C -29.8618 -0.0427 6.0770  -0.542
C -29.8059 0.9338 4.8845  -0.514
N -30.7547 0.7739 3.7746  -0.180
C -30.7694 -0.4841 3.1162  -0.419
C -29.7910 -0.6730 1.8889  -0.769
O -28.4904 -0.9868 2.3308  -0.317
C -28.1823 -2.3390 2.5579  -0.681
H -29.9677 -0.4423 8.8065  0.149
H -28.1925 0.0746 8.7733  0.036
H -28.7336 -1.3229 7.8221  0.472
H -30.8963 -0.2322 6.4789  0.112
H -29.3868 -0.9878 5.7425  0.434
H -28.8194 0.8422 4.3889  0.156
H -29.8659 1.9949 5.1940  -0.065
H -31.7047 0.9796 4.0495  0.293
H -31.7640 -0.5304 2.6161  0.464
H -30.7694 -1.3744 3.7521  0.280
H -29.6979 0.2321 1.2714  0.344
H -30.1230 -1.4646 1.2034  0.417
H -27.2944 -2.4318 3.2141  0.169
H -27.9330 -2.7646 1.5677  0.296
H -29.0174 -2.9089 2.9505  0.342
C -26.7012 5.3241 13.2448  -0.795
O -26.7914 4.1130 13.9089  -0.344
C -28.0782 3.5926 14.1940  0.817
C -27.9234 2.3216 15.0770  -1.333
N -27.1812 1.3178 14.3339  0.529
C -27.1302 0.0068 15.0536  -0.764
C -25.6604 -0.5167 15.0319  0.079
O -24.7780 0.5002 15.6181  -0.459
C -23.4676 0.0207 15.7892  -0.232
H -27.2474 6.0715 13.8100  0.495
H -27.1610 5.2620 12.2430  0.121
H -25.6672 5.6432 13.1776  0.271
H -28.5369 3.2904 13.2579  -1.136
H -28.6913 4.3060 14.7667  0.659
H -28.9183 1.9275 15.3423  0.554
H -27.3863 2.5497 15.9961  0.495
H -26.2315 1.7020 14.3699  -0.086
H -27.8791 -0.6841 14.6619  0.052
H -27.4079 0.2101 16.0844  0.508
H -25.4101 -0.6472 13.9473  -0.246
H -25.5302 -1.5029 15.5505  0.496
H -23.0842 -0.2823 14.8156  -0.137
H -23.4261 -0.8190 16.4858  0.406
H -22.9207 0.8784 16.1745  0.142
C -17.3930 1.9953 8.7936  -0.820
O -18.7743 1.9463 8.3577  -0.181
C -19.1576 2.8391 7.3928  -1.044
C -20.5945 3.2606 7.4426  0.154
N -21.4816 2.1289 7.0669  -0.386
C -22.8602 2.7008 6.8758  -0.732
C -23.9097 1.8210 6.3059  -0.421
O -24.2247 0.6801 7.0810  -0.331
C -25.4015 -0.0228 6.6764  -0.195
H -17.2617 2.9989 9.2782  0.359
H -16.6490 1.8902 7.9966  0.326
H -17.2024 1.2428 9.5956  0.203
H -19.0100 2.4676 6.3642  0.304
H -18.5944 3.7770 7.4839  0.465
H -20.7726 4.1136 6.7615  0.429
H -20.8701 3.6715 8.4480  0.133
H -21.4666 1.3948 7.7917  0.271
H -22.6600 3.4417 6.1213  0.545
H -23.1789 3.1559 7.8271  0.168
H -23.5773 1.4731 5.3238  0.683
H -24.8033 2.3887 6.1669  -0.073
H -26.2967 0.6272 6.5856  -0.205
H -25.6519 -0.8128 7.3752  0.010
H -25.3071 -0.3992 5.6470  0.613

Force components x, y, z for each atom (eV/Å):
C -1.952 0.791 0.444
O 0.925 1.334 1.328
C -0.478 -1.453 -0.222
C 0.366 0.184 -0.557
C -0.016 -0.642 -1.374
N -0.008 0.447 1.433
H 0.539 -0.345 -0.664
H 0.535 -0.371 -0.046
H 0.231 -0.051 -0.294
H 0.289 -0.517 -0.356
H -0.473 0.141 0.184
H 0.105 -0.180 0.047
H -0.027 0.237 -0.250
H 0.425 0.021 0.582
H -0.193 0.533 0.359
H -0.270 0.249 -0.695
H 0.031 -0.313 -0.035
C -1.725 1.014 0.189
O 0.079 -1.257 -0.953
C 0.351 1.960 1.923
C -0.266 -1.847 0.494
C -0.701 0.943 -0.857
N 0.884 1.767 -0.701
H 0.898 0.392 0.145
H 0.591 -0.707 0.080
H 0.147 -0.312 -0.088
H 0.312 -0.459 0.171
H -0.431 0.240 -0.740
H 0.075 -0.284 -0.203
H -0.280 0.177 0.427
H 0.199 -0.641 -0.080
H 0.222 -0.004 0.068
H 0.204 -0.675 0.056
H -0.637 -0.374 0.001
C 0.766 1.031 -0.317
O -1.010 1.372 0.070
C -0.267 -0.708 -1.244
C -0.931 -0.642 2.155
C -0.035 -0.094 0.205
N 0.987 -0.147 -0.644
H 0.461 -0.241 0.789
H -0.321 -0.094 0.076
H -0.414 -0.222 -0.317
H 0.498 0.004 0.429
H 0.128 -0.502 0.203
H -0.440 0.581 0.029
H -0.133 0.292 -0.198
H 0.347 -0.264 -0.402
H -0.490 -0.619 -0.500
H 0.390 0.212 -0.418
H 0.039 0.228 -0.314
C 1.403 -1.895 0.046
O -0.881 0.388 0.066
C 1.453 0.540 0.243
C 0.449 0.053 -0.498
N -0.071 -0.044 -0.701
C 0.983 -1.779 -0.088
C -0.369 1.471 0.880
O -0.344 -0.350 -0.199
C -0.183 -0.212 0.312
H -0.456 0.681 -0.274
H 0.170 0.656 -0.120
H -0.734 0.060 0.238
H -0.146 0.116 0.000
H -0.004 -0.434 0.162
H -0.524 0.117 -0.280
H -0.173 0.134 0.147
H -0.959 0.157 0.340
H -0.012 0.125 -0.135
H 0.529 0.505 0.377
H -0.051 -0.271 -0.385
H -0.163 -0.304 0.019
H -0.227 -0.083 0.328
H 0.062 0.274 -0.580
H 0.315 0.233 0.121
C 0.460 -0.851 0.330
O -1.142 1.272 0.636
C -0.227 -0.449 0.723
C -1.030 -1.172 -0.626
N 0.483 0.391 -1.908
C 1.299 -0.066 1.103
C 0.030 -1.696 0.831
O -0.289 -0.380 -1.439
C -0.261 0.518 0.785
H -0.616 0.057 0.050
H 0.859 0.453 -0.274
H 0.201 0.273 -0.573
H 0.288 0.197 0.535
H 0.647 -0.318 0.043
H -0.078 -0.017 0.123
H 0.636 -0.241 0.193
H -0.416 0.252 0.808
H -0.757 0.083 -0.002
H -0.175 0.477 -0.374
H -0.032 0.896 -0.305
H -0.214 0.322 0.096
H 0.010 0.403 -0.191
H -0.062 -0.324 0.251
H 0.758 -0.218 -0.370
C -0.278 0.898 -0.493
O -0.081 -1.808 -0.188
C -0.533 1.088 1.849
C -0.190 1.795 -1.373
N 0.934 -1.577 -0.796
C -1.057 0.518 1.167
C -0.284 -0.365 1.066
O -0.388 0.424 -0.577
C 0.029 -0.639 0.429
H 0.814 0.286 -0.058
H -0.256 -0.514 0.104
H 0.179 -0.158 -0.002
H 0.222 0.179 -0.086
H -0.040 -0.275 -0.594
H 0.034 -0.367 0.376
H 0.057 -0.430 -0.225
H 0.014 1.307 0.002
H 0.136 -0.073 -0.264
H -0.004 0.221 0.013
H 0.268 0.289 -0.107
H 0.016 -0.121 -0.135
H -0.162 -0.675 -0.048
H 0.527 0.095 0.418
H 0.312 -0.081 -0.498
C 0.027 1.062 -0.697
O -1.005 -0.460 -0.159
C -0.017 -0.351 -0.491
C 0.394 -0.719 -0.669
N 0.297 -0.005 0.843
C 0.761 0.087 0.185
C -1.771 -0.404 -0.870
O -0.243 -0.419 1.590
C 0.030 0.069 -0.375
H 0.211 0.130 0.163
H -0.440 -0.571 -0.128
H 0.642 0.215 0.611
H 0.313 0.176 0.808
H -0.333 0.545 -0.002
H -0.046 -0.213 -0.156
H 0.439 0.244 0.692
H -0.368 -0.251 -0.710
H -0.024 -0.426 -0.602
H -0.015 0.489 0.013
H 0.385 -0.185 -0.496
H 0.254 0.802 0.627
H -0.014 0.040 -0.144
H 0.198 0.239 -0.014
H 0.326 -0.173 0.008
C 0.874 -0.491 -0.412
O -0.736 -0.289 0.348
C 0.009 -0.292 -0.282
C 0.667 0.478 -1.116
N 0.241 0.435 -0.877
C 0.392 0.180 -0.512
C -1.244 -0.458 -0.140
O -0.333 -0.037 1.921
C 0.949 -0.841 -1.114
H 0.729 -0.063 0.410
H -0.340 1.156 -0.398
H -0.580 -0.258 0.480
H 0.377 -0.178 0.085
H 0.088 -0.114 -0.081
H -0.432 -0.497 -0.159
H -0.874 -0.263 1.224
H -0.091 -0.152 0.672
H 0.045 -0.334 -0.055
H 0.208 0.248 0.387
H 0.340 0.243 -0.308
H 0.151 -0.001 -0.222
H -0.673 1.222 0.065
H 0.118 -0.116 0.139
H 0.144 0.389 -0.070
C 1.426 -0.037 0.403
O -0.200 -0.436 0.552
C -0.728 0.566 -0.962
C 0.257 0.558 -1.041
N 0.216 0.457 0.908
C -1.080 -0.960 -2.856
C -0.060 -0.145 1.051
O 0.848 0.691 0.627
C 0.376 -0.104 -1.051
H 0.438 0.374 -0.519
H -0.863 -0.466 0.245
H -0.238 0.131 0.199
H 0.566 -0.013 -0.689
H -0.349 0.093 0.405
H -0.218 -0.042 0.552
H -0.069 -0.646 0.285
H 0.086 0.220 0.271
H 0.363 -0.082 0.284
H 0.429 -0.088 0.171
H -0.198 -0.016 0.499
H -0.365 -0.070 0.246
H -0.596 0.234 -0.284
H 0.062 -0.286 0.389
H -0.215 -0.082 0.362
C -1.092 0.366 -0.482
O 0.669 -1.326 0.908
C 0.423 -0.496 0.914
C -0.436 0.479 -0.839
N 0.690 -0.664 0.202
C 1.186 1.131 0.494
C -0.357 0.370 -0.662
O -1.680 -1.076 -0.315
C -0.335 0.420 -0.321
H -0.174 0.532 0.095
H 0.255 0.086 0.042
H 0.178 -0.213 -0.073
H -0.494 0.153 -0.097
H 0.022 0.144 -0.395
H 0.191 0.270 -0.153
H -0.100 0.331 0.348
H -0.179 -0.433 -0.400
H 0.338 -0.172 -0.227
H -0.033 -0.234 0.460
H 0.217 -0.076 0.825
H -0.191 0.819 -0.280
H 0.443 -0.090 -0.033
H 0.053 -0.067 0.094
H 0.343 -0.206 0.012
C -0.800 1.126 0.798
O 0.854 -1.678 1.435
C 0.483 1.752 -1.514
C -1.225 -0.808 0.944
N -0.753 0.528 0.031
C 1.650 -0.606 1.073
C -0.024 -1.409 -0.699
O -0.259 -0.525 0.964
C -0.250 1.145 -1.014
H 0.205 -0.661 -0.414
H -0.332 -0.125 -0.107
H -0.501 0.348 -0.863
H 0.303 -0.176 0.245
H 0.340 0.008 0.013
H 0.250 -0.583 -0.042
H 0.275 -0.258 -0.305
H -0.031 0.585 -0.473
H -0.455 0.745 -0.156
H -0.259 0.241 -0.314
H 0.025 0.036 -0.237
H -0.701 0.693 -0.210
H 0.386 0.102 0.448
H 0.385 -0.107 0.147
H 0.340 -0.358 0.217